1.
ORCA calculation (the ωB97M-V functional and the def2-TZVPD basis) on a structure of composition C26H26F5GeO2SSbSe4Tc.

Each line ends with the natural charge from an NBO analysis.
Positions of all 67 atoms, in Å:
Tc1 -0.26 -0.39 2.53  -0.0559
Se1 3.74 -3.16 5.12  -0.3585
Sb1 1.56 -2.48 4.74  1.0202
Se2 0.19 -0.42 4.96  -0.1568
Se3 0.59 -2.89 2.29  -0.1825
Se4 -0.25 -4.12 4.18  -0.1621
C1 -3.27 -3.69 1.07  -0.6276
C2 -2.65 -2.75 0.05  -0.5581
S1 -2.56 -1.07 0.72  1.2140
O1 -0.97 -0.82 0.44  -0.6694
C3 -3.39 -0.04 -0.50  -0.5732
C4 -2.86 -0.14 -1.91  -0.6273
H1 -3.25 -4.70 0.67  0.2521
H2 -4.31 -3.44 1.28  0.2294
H3 -2.72 -3.68 2.01  0.2334
H4 -3.21 -2.70 -0.89  0.2507
H5 -1.61 -2.99 -0.18  0.2826
H6 -3.32 0.97 -0.08  0.2777
H7 -4.43 -0.36 -0.40  0.2643
H8 -1.79 0.05 -1.95  0.2423
H9 -3.35 0.62 -2.51  0.2596
H10 -3.06 -1.11 -2.36  0.2184
F1 -2.18 1.97 1.94  -0.3935
C5 -1.42 1.44 2.99  0.4227
F2 -0.73 2.50 3.48  -0.3379
C6 -2.53 1.09 4.01  0.8939
F3 -3.63 1.83 3.92  -0.2970
F4 -2.91 -0.21 3.75  -0.3454
F5 -2.11 1.14 5.27  -0.2976
C7 -0.34 0.51 0.64  -0.3765
Ge1 1.04 0.72 -0.81  1.6172
C8 0.07 1.68 -2.21  -0.4862
C9 0.36 1.47 -3.56  -0.1472
C10 -0.29 2.20 -4.54  -0.2193
C11 -1.24 3.15 -4.20  -0.1938
C12 -1.53 3.37 -2.86  -0.2103
C13 -0.88 2.64 -1.87  -0.2204
C14 2.55 1.74 -0.18  -0.5014
C15 3.86 1.35 -0.42  -0.1949
C16 4.92 2.11 0.05  -0.1995
C17 4.67 3.28 0.76  -0.1855
C18 3.37 3.68 0.99  -0.2185
C19 2.31 2.92 0.52  -0.1429
C20 1.46 -1.13 -1.28  -0.4821
C21 2.34 -1.85 -0.48  -0.2249
C22 2.55 -3.20 -0.68  -0.1933
C23 1.87 -3.86 -1.70  -0.2004
C24 0.99 -3.16 -2.51  -0.2320
C25 0.78 -1.80 -2.30  -0.1592
H11 -1.11 1.26 0.51  0.2197
H12 1.12 0.74 -3.84  0.2105
H13 -0.04 2.03 -5.59  0.2258
H14 -1.74 3.72 -4.97  0.2268
H15 -2.26 4.12 -2.59  0.2243
H16 -1.12 2.85 -0.84  0.2046
H17 4.07 0.44 -0.98  0.2172
H18 5.94 1.80 -0.14  0.2239
H19 5.50 3.87 1.13  0.2248
H20 3.17 4.60 1.54  0.2243
H21 1.29 3.25 0.72  0.2004
H22 2.89 -1.34 0.31  0.2231
H23 3.25 -3.74 -0.05  0.2285
H24 2.04 -4.92 -1.87  0.2265
H25 0.48 -3.67 -3.32  0.2215
H26 0.09 -1.27 -2.95  0.2035
O2 2.70 0.05 2.50  -0.4726
C26 1.57 -0.04 2.44  0.7196

- Energy above the lowest of the compared OMol25 structures with the same formula, charge and spin: 79.5 kJ/mol
- Highest occupied orbital energy: -11.08 eV
- Electronic energy: -382531.4797 eV
- E_LUMO: -4.14 eV
- Frontier orbital gap: 0.25473 Ha
- Total charge: +1

---

2.
ORCA calculation (the ωB97M-V functional and the def2-TZVPD basis) on a structure of composition C26H26N3PtSe.

Each line ends with the natural charge from an NBO analysis.
Positions of all 57 atoms, in Å:
Pt1 0.32 0.38 -1.19  0.7157
C1 -0.93 -2.22 0.75  -0.6640
C2 -0.06 -2.64 -0.37  0.2991
C3 0.21 -4.01 -0.54  -0.2195
C4 0.89 -4.45 -1.65  -0.1220
C5 1.25 -3.52 -2.61  -0.2123
C6 0.98 -2.19 -2.39  0.1353
N1 0.39 -1.74 -1.24  -0.4482
C7 1.30 -1.17 -3.41  0.2688
C8 1.97 -1.37 -4.60  -0.2180
C9 2.23 -0.27 -5.41  -0.1329
C10 1.85 1.00 -5.01  -0.1984
C11 1.18 1.15 -3.80  0.1801
N2 0.88 0.06 -3.08  -0.4548
C12 0.75 2.42 -3.18  0.1669
C13 0.89 3.60 -3.86  -0.2117
C14 0.43 4.78 -3.27  -0.1220
C15 -0.22 4.68 -2.07  -0.2186
C16 -0.35 3.45 -1.42  0.3019
C17 -1.21 3.41 -0.20  -0.6831
N3 0.19 2.34 -1.93  -0.4451
H1 -1.93 -2.64 0.59  0.2440
H2 -1.01 -1.15 0.79  0.2462
H3 -0.56 -2.59 1.71  0.2527
H4 -0.14 -4.69 0.22  0.2415
H5 1.11 -5.50 -1.79  0.2410
H6 1.73 -3.83 -3.53  0.2314
H7 2.31 -2.35 -4.90  0.2377
H8 2.75 -0.40 -6.35  0.2433
H9 2.09 1.86 -5.62  0.2378
H10 1.35 3.62 -4.83  0.2315
H11 0.54 5.73 -3.77  0.2413
H12 -0.64 5.55 -1.59  0.2407
H13 -2.26 3.35 -0.52  0.2410
H14 -1.09 4.32 0.38  0.2389
H15 -0.98 2.56 0.43  0.2689
C18 -2.02 -1.44 6.18  -0.6293
C19 -1.38 -0.89 4.94  0.0020
C20 0.00 -0.91 4.78  -0.2143
C21 0.62 -0.40 3.63  -0.0652
C22 2.12 -0.46 3.54  -0.6343
C23 -0.18 0.16 2.63  -0.1022
Se1 0.78 0.96 1.16  -0.1977
C24 -1.57 0.19 2.77  -0.0634
C25 -2.50 0.75 1.72  -0.6435
C26 -2.14 -0.35 3.92  -0.2193
H16 -1.28 -1.89 6.85  0.2186
H17 -2.76 -2.21 5.93  0.2210
H18 -2.54 -0.66 6.73  0.2261
H19 0.62 -1.33 5.56  0.2094
H20 2.53 -1.00 4.39  0.2172
H21 2.56 0.54 3.52  0.2279
H22 2.44 -0.96 2.62  0.2244
H23 -2.11 0.64 0.71  0.2106
H24 -2.68 1.81 1.90  0.2257
H25 -3.47 0.24 1.77  0.2234
H26 -3.22 -0.34 4.02  0.2075

- Energy above the lowest of the compared OMol25 structures with the same formula, charge and spin: 43.6 kJ/mol
- Highest occupied orbital energy: -9.60 eV
- Electronic energy: -100443.8969 eV
- E_LUMO: -3.87 eV
- Frontier orbital gap: 0.21036 Ha
- Total charge: +1

---

3.
ORCA calculation (the ωB97M-V functional and the def2-TZVPD basis) on a structure of composition C26H27B2ClF4N4RhS2SeTe.

Each line ends with the natural charge from an NBO analysis.
Positions of all 69 atoms, in Å:
Rh1 0.60 0.32 -0.90  0.4252
C1 1.21 -3.09 -2.81  -0.4109
N1 1.95 -3.16 -1.56  -0.3378
C2 3.22 -3.66 -1.38  -0.0739
C3 3.50 -3.54 -0.06  -0.0546
N2 2.41 -2.97 0.56  -0.4895
B1 2.29 -2.81 2.10  0.2052
N3 1.78 -1.38 2.55  -0.4535
C4 1.23 -1.24 3.80  -0.0467
C5 0.87 0.06 3.98  -0.0817
N4 1.20 0.71 2.82  -0.3323
C6 0.95 2.12 2.54  -0.4129
C7 1.76 -0.18 1.96  0.2637
S1 2.42 0.24 0.41  -0.0208
C8 1.49 -2.72 -0.37  0.2984
S2 -0.03 -1.90 -0.21  -0.2082
H1 1.82 -3.56 -3.59  0.2007
H2 0.99 -2.06 -3.08  0.2552
H3 0.26 -3.61 -2.71  0.2397
H4 3.80 -4.05 -2.19  0.2200
H5 4.37 -3.81 0.50  0.2266
H6 3.40 -2.99 2.56  -0.0554
H7 1.48 -3.58 2.55  -0.0517
H8 1.13 -2.09 4.46  0.2293
H9 0.39 0.56 4.79  0.2244
H10 0.62 2.58 3.47  0.2064
H11 0.19 2.22 1.77  0.2508
H12 1.87 2.59 2.19  0.2276
Cl1 0.25 2.63 -0.93  -0.5375
F1 -3.03 -0.36 -3.24  -0.5764
B2 -1.85 -0.89 -3.81  1.3574
F2 -1.69 -0.43 -5.11  -0.5614
F3 -1.89 -2.29 -3.78  -0.5722
F4 -0.75 -0.46 -3.00  -0.5956
Se1 2.20 0.41 -2.65  0.1434
C9 3.14 2.08 -2.72  -0.1969
C10 3.36 2.96 -1.66  -0.1754
C11 4.12 4.10 -1.86  -0.2170
C12 4.68 4.39 -3.09  -0.2492
C13 4.46 3.52 -4.15  -0.2133
C14 3.69 2.38 -3.96  -0.2478
H13 2.93 2.76 -0.69  0.2250
H14 4.27 4.78 -1.02  0.1991
H15 5.27 5.29 -3.23  0.2001
H16 4.88 3.72 -5.13  0.2018
H17 3.51 1.71 -4.80  0.2130
Te1 -2.38 0.84 -0.67  0.7784
C15 -2.40 1.55 1.34  -0.3022
C16 -2.72 2.88 1.58  -0.1701
C17 -2.79 3.36 2.88  -0.2363
C18 -2.57 2.51 3.96  -0.2330
C19 -2.25 1.18 3.72  -0.2164
C20 -2.14 0.71 2.42  -0.2487
C21 -3.84 -0.65 -0.27  -0.2919
C22 -5.11 -0.47 -0.80  -0.1502
C23 -6.10 -1.41 -0.57  -0.2346
C24 -5.83 -2.54 0.20  -0.2175
C25 -4.56 -2.72 0.72  -0.2037
C26 -3.56 -1.78 0.48  -0.2326
H18 -2.91 3.55 0.75  0.2154
H19 -3.04 4.40 3.06  0.2085
H20 -2.65 2.88 4.97  0.2056
H21 -2.07 0.51 4.55  0.2068
H22 -1.85 -0.32 2.25  0.2298
H23 -5.32 0.39 -1.42  0.2130
H24 -7.09 -1.27 -1.00  0.2057
H25 -6.60 -3.27 0.37  0.2033
H26 -4.33 -3.61 1.30  0.2061
H27 -2.57 -1.96 0.86  0.2244

- Energy above the lowest of the compared OMol25 structures with the same formula, charge and spin: 0.0 kJ/mol
- Highest occupied orbital energy: -4.71 eV
- Electronic energy: -155436.1467 eV
- E_LUMO: 1.77 eV
- Frontier orbital gap: 0.23815 Ha
- Total charge: -1

---

4.
ORCA calculation (the ωB97M-V functional and the def2-TZVPD basis) on a cluster of 5 separate species, C26H27BrF33O5 in total.

Each line ends with the Löwdin charge.
Positions of all 92 atoms, in Å:
C1 -1.82 -4.42 2.23  -0.1803
C2 -0.78 -3.31 2.17  -0.2929
C3 -1.19 -1.84 1.96  -0.6018
Br1 -3.27 -1.79 1.73  0.4662
C4 -0.83 -0.90 3.02  -0.4386
O1 -1.05 -1.60 4.29  -0.1357
C5 0.63 -0.46 2.93  -0.1978
C6 1.73 -1.49 3.16  -0.2247
F1 1.73 -2.04 4.45  -0.0786
H1 -2.47 -4.31 3.09  0.0597
H2 -2.40 -4.49 1.31  0.0186
H3 -1.30 -5.38 2.35  0.0659
H4 -0.12 -3.57 1.34  0.0982
H5 -0.20 -3.39 3.08  0.0861
H6 -0.83 -1.48 1.00  0.0545
H7 -1.89 -1.24 4.60  0.0569
H8 0.85 -0.04 1.94  0.0909
H9 0.79 0.35 3.65  0.0934
H10 1.70 -2.30 2.44  0.0943
H11 2.71 -1.00 3.03  0.0974
C7 1.13 4.71 -1.46  -0.0523
C8 1.51 5.68 -0.33  -0.4379
C9 2.50 5.18 0.73  -0.3054
F2 1.99 4.15 1.42  0.1092
F3 2.74 6.20 1.59  0.0813
F4 0.41 6.18 0.26  0.1398
F5 2.16 6.72 -0.95  0.0947
O2 -0.09 4.02 -1.33  0.0534
C10 -0.16 2.80 -0.70  -0.5250
C11 -1.10 2.80 0.51  -0.2880
F6 -0.68 3.70 1.43  0.0946
F7 -1.09 1.57 1.02  0.1171
F8 1.06 2.32 -0.39  0.1530
F9 -0.71 1.92 -1.58  0.1272
H12 0.99 5.34 -2.33  0.1476
H13 1.95 4.03 -1.69  0.1481
H14 3.44 4.88 0.27  0.1574
H15 -2.11 3.06 0.19  0.1765
C12 -6.42 -7.20 -1.98  -0.0565
C13 -5.21 -8.14 -2.02  -0.4418
C14 -5.10 -9.21 -0.93  -0.3096
F10 -4.97 -8.65 0.29  0.1036
F11 -4.01 -9.97 -1.18  0.0932
F12 -4.06 -7.45 -2.10  0.1389
F13 -5.35 -8.86 -3.18  0.0892
O3 -6.23 -5.92 -1.43  0.0469
C15 -6.41 -5.65 -0.10  -0.5323
C16 -5.14 -5.13 0.56  -0.3050
F14 -4.16 -6.05 0.44  0.0872
F15 -5.39 -4.94 1.87  0.0978
F16 -6.92 -6.72 0.56  0.1413
F17 -7.33 -4.66 -0.02  0.1435
H16 -6.65 -7.01 -3.02  0.1471
H17 -7.29 -7.69 -1.55  0.1461
H18 -5.99 -9.86 -0.94  0.1709
H19 -4.82 -4.19 0.10  0.1478
C17 6.03 7.07 2.54  -0.0352
C18 6.42 6.88 1.07  -0.4347
C19 7.78 6.26 0.76  -0.3024
F18 8.79 7.04 1.23  0.0952
F19 7.91 6.15 -0.58  0.0969
F20 6.28 8.05 0.40  0.1426
F21 5.52 5.99 0.56  0.0916
O4 6.20 8.35 3.10  0.0573
C20 7.36 8.74 3.71  -0.5480
C21 7.96 9.96 3.01  -0.2850
F22 8.25 9.68 1.72  0.1015
F23 9.12 10.29 3.64  0.0950
F24 8.25 7.74 3.82  0.1506
F25 7.04 9.15 4.96  0.1403
H20 4.95 6.91 2.56  0.1381
H21 6.47 6.29 3.17  0.1512
H22 7.86 5.27 1.21  0.1740
H23 7.27 10.80 3.06  0.1747
C22 -3.10 -2.97 -3.71  -0.0499
C23 -3.00 -3.15 -5.23  -0.4394
C24 -1.84 -3.99 -5.78  -0.3049
F26 -0.65 -3.42 -5.50  0.0979
F27 -1.97 -4.07 -7.13  0.0876
F28 -3.03 -1.95 -5.86  0.1352
F29 -4.12 -3.84 -5.60  0.0912
O5 -2.61 -1.77 -3.17  0.0564
C25 -1.31 -1.64 -2.75  -0.5393
C26 -0.60 -0.50 -3.49  -0.2836
F30 -0.58 -0.72 -4.83  0.0902
F31 0.69 -0.45 -3.06  0.0986
F32 -0.62 -2.80 -2.86  0.1478
F33 -1.32 -1.28 -1.46  0.1498
H24 -4.17 -2.93 -3.51  0.1499
H25 -2.71 -3.84 -3.18  0.1496
H26 -1.88 -5.00 -5.36  0.1725
H27 -1.09 0.44 -3.29  0.1553

- Highest occupied orbital energy: -1.98 eV
- Electronic energy: -197356.2991 eV
- E_LUMO: 1.85 eV
- Frontier orbital gap: 0.14064 Ha
- Total charge: -1